No. 1
C2HClF3O2S | ωB97M-V/def2-TZVPD

```
10
Properties=species:S:1:pos:R:3:nbo_charge:R:1
C 0.457 0.840 -1.488 0.46
C 1.370 0.016 -0.646 -0.06
O -0.900 -2.090 2.985 -0.91
O -2.795 -0.895 1.831 -0.91
F 1.073 1.997 -1.803 -0.35
F 0.243 0.255 -2.709 -0.37
F 2.017 0.849 0.219 -0.39
S -1.406 -0.925 2.261 1.59
Cl 0.415 -1.069 0.495 -0.17
H -0.473 1.022 -1.145 0.10
```

charge	-1
gap between HOMO and LUMO (spin up / spin down)	6.3 / 6.3	eV
calculated total energy	-37694.5410	eV
HOMO level (spin up / spin down)	-3.2 / -3.2	eV
relative energy (zero: lowest compared OMol25 entry of this formula, charge and spin)	2.084	eV

***

No. 2
CH6NO2 | ωB97M-V/def2-TZVPD

```
10
Properties=species:S:1:pos:R:3:nbo_charge:R:1
N 1.759 -0.537 -0.661 -0.90
C 0.635 0.425 -0.772 0.12
O -0.590 -0.075 -0.546 -0.89
H 1.533 -1.407 -1.118 0.33
H 1.856 -0.759 0.322 0.33
H 0.750 0.876 -1.782 0.08
H 0.907 1.242 -0.075 0.09
H -1.115 0.151 0.674 0.49
H -1.341 -0.535 2.050 0.42
O -1.648 0.287 1.645 -1.08
```

charge	-1
gap between HOMO and LUMO	8.3	eV
calculated total energy	-6719.7529	eV
HOMO level	-3.5	eV
relative energy (zero: lowest compared OMol25 entry of this formula, charge and spin)	0.078	eV